No. 1
Formula: C10H10N2O2S
Source: OMol25
Level of theory: the ωB97M-V functional and the def2-TZVPD basis

Each line ends with the Mulliken charge.
Element x y z (Å)
C1 -0.773 2.431 -0.472  -0.4264
C2 0.411 3.204 -0.411  -0.5604
C3 -0.801 1.064 -0.191  -0.7259
C4 1.632 2.511 -0.257  -0.8148
C5 0.462 0.344 -0.105  -0.0048
C6 1.578 1.136 -0.124  0.5386
C7 0.435 -2.104 -1.060  -0.6158
C8 1.751 -1.749 0.735  -0.9203
C9 0.466 -1.239 0.204  2.3392
C10 -0.709 -1.689 1.074  -1.8519
N1 1.593 -2.869 -1.064  -0.5062
N2 2.310 -2.679 -0.018  -0.2367
O1 3.899 0.917 1.307  -0.5695
O2 4.023 0.636 -1.097  -0.5526
S1 3.261 0.416 0.103  0.9340
H1 -1.742 2.927 -0.735  0.3168
H2 0.563 4.319 -0.729  0.2719
H3 -1.765 0.539 -0.178  0.2472
H4 2.544 2.946 -0.050  0.5075
H5 -0.323 -2.859 -0.994  0.3906
H6 0.414 -1.533 -2.040  0.3263
H7 2.059 -1.420 1.780  0.5514
H8 -0.617 -1.180 2.068  0.3400
H9 -0.504 -2.708 1.171  0.6444
H10 -1.720 -1.640 0.588  0.3773

- energy above the lowest of the compared OMol25 structures with the same formula, charge and spin (eV) = 4.5105
- 2S+1 = 1
- E_tot (hartree) = -1045.06018
- HOMO-LUMO gap (spin up / spin down) (eV) = 7.96 / 7.26


No. 2
Formula: C10H10N2O2S
Source: OMol25
Level of theory: the ωB97M-V functional and the def2-TZVPD basis

Each line ends with the Mulliken charge.
Element x y z (Å)
C1 0.681 1.832 -2.064  -0.4142
C2 -1.458 0.736 -1.517  -0.5993
C3 0.131 1.984 -3.364  -0.2786
C4 -1.741 0.876 -2.813  -0.4480
C5 -0.083 1.213 -1.153  0.8543
C6 0.365 0.963 0.206  -0.2193
C7 0.100 -0.877 1.201  -0.0528
C8 1.402 0.048 3.028  0.3432
C9 0.419 1.223 2.942  0.0626
C10 -0.092 -2.044 0.198  -1.3050
N1 -0.945 1.434 -3.704  -0.5736
N2 1.172 -0.931 2.049  -0.0356
O1 2.331 -0.017 3.793  -0.6135
O2 0.629 2.142 3.966  -0.5557
S1 0.607 2.129 1.307  -0.1309
H1 1.668 2.239 -1.795  0.3977
H2 -1.948 0.315 -0.705  0.6955
H3 0.683 2.543 -4.082  0.3997
H4 -2.596 0.372 -3.304  0.3246
H5 -0.614 0.754 2.900  0.3460
H6 -0.509 -1.671 -0.739  0.3474
H7 -0.723 -2.701 0.699  0.3940
H8 0.797 -2.601 0.126  0.3860
H9 1.811 -1.823 2.022  0.3055
H10 1.525 1.977 4.434  0.3699

- energy above the lowest of the compared OMol25 structures with the same formula, charge and spin (eV) = 1.4403
- 2S+1 = 3
- E_tot (hartree) = -1045.03540
- HOMO-LUMO gap (spin up / spin down) (eV) = 7.32 / 8.19


No. 3
Formula: C10H10N2S
Source: OMol25
Level of theory: the ωB97M-V functional and the def2-TZVPD basis

Each line ends with the Mulliken charge.
Element x y z (Å)
C1 0.091 1.899 1.533  0.3380
C2 -1.062 1.976 0.728  -0.6431
C3 -1.353 0.866 -0.067  -0.9313
C4 -0.276 -0.104 -0.260  0.5585
C5 0.727 -0.269 0.666  -1.1558
C6 0.906 0.765 1.600  1.2807
C7 -0.385 -1.159 -1.341  0.1232
C8 0.495 -1.642 -2.271  -0.4381
C9 -0.175 -2.487 -3.394  -0.4538
C10 -1.460 -2.610 -3.170  -0.3800
H1 1.155 3.464 2.415  0.2576
H2 -0.233 3.395 3.161  0.3177
H3 -1.891 2.698 1.216  0.1720
H4 -2.068 1.195 -0.726  0.4333
H5 1.193 -1.170 0.749  0.1831
H6 2.414 1.106 3.057  0.2541
H7 2.090 -1.417 2.662  0.2843
H8 1.512 -1.389 -2.238  0.4842
H9 0.366 -3.123 -4.097  0.3400
H10 -2.100 -3.298 -3.814  0.3036
N1 0.470 2.684 2.607  -0.5148
N2 1.658 0.249 2.715  -0.6550
S1 -2.075 -1.629 -1.730  -0.1585

- energy above the lowest of the compared OMol25 structures with the same formula, charge and spin (eV) = 7.9328
- 2S+1 = 1
- E_tot (hartree) = -894.48718
- HOMO-LUMO gap (eV) = 6.88


No. 4
Formula: C10H10N3OP
Source: OMol25
Level of theory: the ωB97M-V functional and the def2-TZVPD basis

Each line ends with the Mulliken charge.
Element x y z (Å)
C1 -3.258 -1.083 -0.549  -1.0790
N1 -1.911 -0.421 -0.267  0.0070
C2 -0.892 -1.334 -0.358  0.7152
O1 -1.029 -2.509 -0.710  -0.6771
C3 0.400 -0.783 0.031  0.3220
C4 1.409 -1.689 0.564  -0.8063
C5 2.614 -1.302 0.978  -0.5930
C6 3.012 -0.013 0.824  -0.5313
C7 2.108 0.925 0.308  -0.8721
C8 0.855 0.538 -0.017  0.6224
N2 -0.157 1.497 -0.407  0.1427
C9 0.064 2.387 -1.539  -0.8882
P1 -1.766 1.207 0.251  -0.2072
C10 -1.164 0.808 1.915  0.5119
N3 -0.855 0.408 2.949  -0.4173
H1 -3.113 -2.118 -0.463  0.3881
H2 -3.814 -0.701 0.284  0.3807
H3 -3.671 -0.930 -1.441  0.3472
H4 1.220 -2.696 0.548  0.5519
H5 3.384 -2.056 1.282  0.3064
H6 3.797 0.285 1.391  0.4355
H7 2.356 1.918 0.163  0.4642
H8 0.894 3.113 -1.474  0.2743
H9 0.377 1.711 -2.412  0.3140
H10 -0.860 2.838 -1.851  0.2880

- structure (SMILES) = CN1C(=O)c2ccccc2N(C)P1C#N
- 2S+1 = 1
- E_tot (hartree) = -967.89167
- HOMO-LUMO gap (eV) = 9.05